1.
Here is an isolated ion of composition C5H7O3S and charge -1 in a non-equilibrium geometry from OMol25. Energies are from ωB97M-V/def2-TZVPD.

Calculated values
* total charge: -1
* largest force on an atom: 16.30 eV Å⁻¹
* multiplicity: 3
* relative energy (zero: lowest compared OMol25 entry of this formula, charge and spin): 318.6 kJ/mol
* total energy: -818.38434 a.u.

XYZ file:
```
16
Properties=species:S:1:pos:R:3:forces:R:3:nbo_charge:R:1
C -0.4053 2.5958 0.4181 -5.941 6.379 2.416 -0.31
C -0.0025 1.5331 0.0643 6.370 -13.784 -5.922 0.09
C -1.9820 -0.7836 -0.1102 1.794 1.091 0.699 -0.62
C -0.4865 -0.9521 0.1423 0.873 -1.773 1.488 -0.44
C 0.3746 0.0437 -0.6053 0.164 3.600 2.806 -0.50
O 2.1809 -0.0597 1.4450 -0.458 0.016 0.352 -1.02
O 2.4620 -1.6193 -0.3801 0.006 -0.235 -0.488 -1.01
O 2.9133 0.8120 -0.7005 -0.287 -0.913 0.093 -1.02
S 2.1824 -0.2508 0.0081 0.146 1.511 -0.798 2.39
H -0.4500 3.5640 0.6039 0.796 3.899 1.111 0.15
H -2.1959 -0.6613 -1.1524 -0.121 0.264 -0.640 0.19
H -2.1744 0.1266 0.4635 -1.105 -0.162 -0.205 0.20
H -2.4291 -1.6791 0.2170 -1.187 -0.722 0.755 0.20
H -0.1849 -0.7926 1.2774 -0.928 -0.145 -2.159 0.24
H -0.2206 -2.0530 0.0229 0.198 1.399 -0.495 0.22
H 0.4180 0.1763 -1.7139 -0.321 -0.425 0.988 0.25
```
Positions in Å, forces in eV/Å.

2.
Here is the molecule C5H7OP in a non-equilibrium geometry from OMol25. Energies are from ωB97M-V/def2-TZVPD.

Calculated values
* largest force on an atom: 3.69 eV Å⁻¹
* relative energy (zero: lowest compared OMol25 entry of this formula, charge and spin): 189.2 kJ/mol
* total energy: -611.21441 a.u.

XYZ file:
```
14
Properties=species:S:1:pos:R:3:forces:R:3:nbo_charge:R:1
C 1.0487 -0.5856 -2.2829 -0.969 0.473 0.669 -0.24
C 0.2192 -0.1430 -1.5278 0.625 -0.245 0.978 -0.03
C -1.9970 0.6509 -0.6115 -1.411 -0.644 1.966 -0.62
C 1.6991 -0.2888 1.5416 -0.439 -0.564 -3.615 -1.00
C -0.5874 0.2075 -0.4079 0.884 0.776 1.484 -0.65
O -0.9132 0.3292 2.3478 -0.504 0.386 0.939 -1.02
P -0.0314 0.2392 1.1909 0.854 -0.767 -2.070 1.84
H 1.6893 -1.1443 -2.8749 0.763 -0.390 -0.892 0.23
H -2.4603 -0.2188 -1.0458 -0.637 0.041 -0.897 0.22
H -2.0762 1.5560 -1.1908 -0.171 0.117 -0.376 0.22
H -2.6110 0.7588 0.3618 1.367 0.138 -1.307 0.24
H 2.4294 0.3082 0.9232 -0.673 -0.152 1.258 0.27
H 1.8202 -0.3921 2.5873 0.438 0.109 0.875 0.26
H 1.7706 -1.2772 0.9890 -0.128 0.722 0.989 0.27
```
Positions in Å, forces in eV/Å.

3.
Here is the molecule C5H7OP in a non-equilibrium geometry from OMol25. Energies are from ωB97M-V/def2-TZVPD.

Calculated values
* largest force on an atom: 2.87 eV Å⁻¹
* multiplicity: 3
* relative energy (zero: lowest compared OMol25 entry of this formula, charge and spin): 98.7 kJ/mol
* total energy: -611.16078 a.u.

XYZ file:
```
14
Properties=species:S:1:pos:R:3:forces:R:3:nbo_charge:R:1
C 0.8491 -0.0398 -0.1941 2.184 -0.817 1.318 -0.34
C 1.8693 -0.8737 0.0397 -0.502 0.127 -0.826 0.71
C -0.4512 -0.7236 -0.4807 0.559 -2.725 0.530 -0.40
C -1.5951 -0.2575 0.4296 -1.551 -0.639 -0.839 -0.79
C 0.9747 1.4666 0.0520 -0.783 -1.699 2.175 -0.60
O 2.7271 -1.6704 0.0867 -0.500 0.696 0.287 -0.47
P -3.1769 -1.3045 0.2249 0.657 0.539 -0.279 0.31
H -0.6632 -0.5195 -1.5190 -0.778 0.291 -0.357 0.21
H -0.3267 -1.8718 -0.4980 0.023 1.636 0.332 0.22
H -1.5974 -0.2939 1.5585 1.177 0.584 -1.232 0.25
H -1.6957 0.7095 -0.0843 -1.023 0.353 1.387 0.23
H 1.7192 1.8661 -0.5369 1.182 1.122 -1.946 0.22
H 1.4093 1.6867 1.0877 -1.442 -0.189 -0.995 0.22
H -0.0426 1.8257 -0.1661 0.797 0.722 0.444 0.22
```
Positions in Å, forces in eV/Å.

4.
Here is the molecule C5H7P in a non-equilibrium geometry from OMol25. Energies are from ωB97M-V/def2-TZVPD.

Calculated values
* largest force on an atom: 4.68 eV Å⁻¹
* relative energy (zero: lowest compared OMol25 entry of this formula, charge and spin): 381.9 kJ/mol
* total energy: -535.86905 a.u.

XYZ file:
```
13
Properties=species:S:1:pos:R:3:forces:R:3:nbo_charge:R:1
C -2.2147 0.7549 0.1122 -0.075 1.023 -0.440 0.17
C -1.6771 1.8072 -0.4291 1.679 -0.713 0.266 -0.84
C 0.8724 0.3531 -0.2701 -1.541 0.278 1.490 -0.54
C 0.1395 -0.5745 0.3641 4.421 -1.195 -0.980 -0.11
C 0.6909 -1.9046 0.8018 1.317 -0.811 -1.655 -0.65
P 0.2687 2.0040 -0.6612 -1.701 -0.059 1.164 0.63
H -0.8447 -0.5301 0.4850 -4.190 0.825 0.367 0.20
H -2.2135 2.7047 -0.6824 -0.329 0.157 -0.070 0.30
H 1.9428 0.3710 -0.3028 0.617 -0.686 -0.182 0.23
H 1.7078 -1.8312 0.3997 0.189 -0.631 0.239 0.21
H 0.2563 -2.8562 0.3103 0.190 1.747 0.902 0.23
H 0.8227 -2.0339 1.8644 -0.469 -0.050 0.420 0.23
H 0.2490 1.7355 -1.9919 -0.107 0.115 -1.520 -0.04
```
Positions in Å, forces in eV/Å.

5.
Here is the molecule C5H7PS in a non-equilibrium geometry from OMol25. Energies are from ωB97M-V/def2-TZVPD.

Calculated values
* largest force on an atom: 2.95 eV Å⁻¹
* relative energy (zero: lowest compared OMol25 entry of this formula, charge and spin): 346.9 kJ/mol
* SMILES string: C1#[PH]C=CCCS1
* total energy: -934.10709 a.u.

XYZ file:
```
14
Properties=species:S:1:pos:R:3:forces:R:3:nbo_charge:R:1
C 2.2482 0.6327 0.4031 -2.009 -0.844 -0.735 -0.63
P 0.8686 1.6160 -0.0597 0.931 0.547 0.022 0.56
C -0.9831 1.4321 -0.1290 1.358 1.323 -0.243 -0.49
C -1.4099 0.2145 0.0736 -0.650 -1.281 -0.518 -0.16
C -0.4782 -0.9050 0.4825 -1.548 0.018 -0.874 -0.49
C 0.4961 -1.4725 -0.5513 1.320 0.521 2.589 -0.51
S 2.2014 -1.0653 0.1809 0.027 0.575 -0.547 0.33
H 1.1971 2.9129 0.3367 -0.258 -0.030 0.107 0.02
H -1.6935 2.2399 -0.4436 1.196 -0.574 0.317 0.25
H -2.4568 0.0808 -0.1428 -0.324 -0.630 0.232 0.21
H 0.1244 -0.4216 1.2197 0.165 -0.135 1.061 0.24
H -1.0534 -1.7415 0.8628 -0.011 0.044 0.490 0.23
H 0.3877 -2.5052 -0.7648 0.036 -1.145 0.296 0.23
H 0.5515 -1.0178 -1.4683 -0.232 1.610 -2.197 0.22
```
Positions in Å, forces in eV/Å.

6.
Here is the molecule C5H8 in a non-equilibrium geometry from OMol25. Energies are from ωB97M-V/def2-TZVPD.

Calculated values
* largest force on an atom: 1.40 eV Å⁻¹
* relative energy (zero: lowest compared OMol25 entry of this formula, charge and spin): 69.0 kJ/mol
* SMILES string: C=C/C=C\C
* total energy: -195.26576 a.u.

XYZ file:
```
13
Properties=species:S:1:pos:R:3:forces:R:3:nbo_charge:R:1
C 0.6702 0.1399 -2.3637 0.424 0.167 -1.328 -0.37
C 0.5092 0.2277 -1.0543 -0.499 -0.755 0.271 -0.23
C -0.6231 -0.4194 -0.3683 -0.157 0.354 -0.385 -0.23
C -0.8586 -0.3922 0.9384 -0.209 -0.026 0.514 -0.15
C 0.0099 0.2184 2.0129 0.584 -0.740 -0.321 -0.67
H -0.0242 -0.4358 -2.9914 0.200 0.311 0.343 0.19
H 1.4980 0.6319 -2.9139 -0.560 -0.389 0.589 0.20
H 1.2428 0.7303 -0.4544 0.191 0.341 0.249 0.20
H -1.3835 -0.8761 -1.0094 0.335 0.041 0.089 0.20
H -1.7798 -0.8552 1.3051 0.267 0.058 -0.215 0.20
H 0.1603 1.2885 1.8876 -0.070 0.084 0.042 0.22
H -0.4303 0.0057 2.9776 -0.093 0.245 0.264 0.22
H 1.0092 -0.2636 2.0338 -0.414 0.310 -0.110 0.22
```
Positions in Å, forces in eV/Å.

7.
Here is the molecule C5H8 from OMol25. Energies are from ωB97M-V/def2-TZVPD.

Calculated values
* largest force on an atom: 0.43 eV Å⁻¹
* relative energy (zero: lowest compared OMol25 entry of this formula, charge and spin): 467.1 kJ/mol
* total energy: -195.11411 a.u.

XYZ file:
```
13
Properties=species:S:1:pos:R:3:forces:R:3:nbo_charge:R:1
C 0.5460 -1.0293 -1.1223 -0.005 -0.008 -0.097 -0.60
C 0.2418 -0.9743 0.3809 -0.042 -0.047 -0.012 -0.44
C 0.3424 0.4164 0.9402 0.077 0.049 -0.024 -0.15
C -0.5693 1.4043 0.6163 -0.412 -0.060 -0.104 -0.40
C -1.6204 1.8711 -0.0123 0.307 -0.114 0.172 -0.23
H -0.1217 -0.3501 -1.6633 0.107 -0.096 0.082 0.22
H 1.5797 -0.7351 -1.3356 -0.153 -0.029 0.078 0.20
H 0.3944 -2.0401 -1.5123 0.020 0.119 0.064 0.21
H -0.7892 -1.3193 0.5420 0.142 0.022 0.001 0.22
H 0.9203 -1.6382 0.9309 -0.126 0.123 -0.093 0.21
H 1.2273 0.6881 1.5104 -0.099 -0.005 -0.051 0.21
H 0.4576 1.8659 0.2736 0.037 0.064 -0.019 0.36
H -2.6088 1.8406 0.4516 0.146 -0.018 0.004 0.18
```
Positions in Å, forces in eV/Å.

8.
Here is the molecule C5H8 in a non-equilibrium geometry from OMol25. Energies are from ωB97M-V/def2-TZVPD.

Calculated values
* largest force on an atom: 2.17 eV Å⁻¹
* relative energy (zero: lowest compared OMol25 entry of this formula, charge and spin): 133.8 kJ/mol
* SMILES string: C=CCC=C
* total energy: -195.24107 a.u.

XYZ file:
```
13
Properties=species:S:1:pos:R:3:forces:R:3:nbo_charge:R:1
C 0.8161 0.3445 1.8232 -0.651 0.099 -1.248 -0.39
C 0.6100 0.9224 0.6329 1.974 -0.554 0.719 -0.17
C 0.6991 0.1160 -0.6381 -0.527 1.009 -0.609 -0.49
C -0.6664 -0.2230 -1.2034 -0.285 -1.315 -0.321 -0.18
C -1.4976 -1.0730 -0.6241 -0.205 -0.635 0.467 -0.38
H 0.7108 0.9400 2.7027 0.376 0.053 0.642 0.20
H 1.0158 -0.7205 1.8574 -0.297 -0.038 0.401 0.19
H 0.8011 1.9932 0.6166 -1.074 0.143 -0.342 0.20
H 1.1965 0.6943 -1.4218 0.284 -0.034 0.231 0.22
H 1.2840 -0.7858 -0.4597 -0.117 -0.094 -0.020 0.22
H -0.9488 -0.0110 -2.2316 0.387 0.723 0.078 0.20
H -2.4008 -1.4530 -1.0894 0.016 0.345 -0.187 0.20
H -1.2922 -1.5548 0.3266 0.117 0.298 0.188 0.18
```
Positions in Å, forces in eV/Å.